No. 1
Density functional theory data (ωB97M-V/def2-TZVPD) for the ion C3H8NO2 with charge +1 in a non-equilibrium geometry.

Computed properties:
* structure (SMILES): CO[C@]1([NH3+])CO1
* energy relative to the best compared isomer or geometry (same formula, charge and spin): 372.2 kJ/mol
* net charge: +1
* HOMO level: -15.30 eV

The geometry in XYZ format:
```
14
C3H8NO2 (ωB97M-V/def2-TZVPD)
C -0.593 -1.067 -0.923
C -0.427 -0.082 0.086
C 1.632 1.090 -0.548
N -1.101 -0.330 1.450
O -1.128 0.240 -1.037
O 0.713 0.597 0.465
H 0.191 -1.341 -1.453
H -1.328 -1.810 -0.773
H 2.635 0.810 -0.243
H 1.637 2.108 -0.625
H 1.598 0.715 -1.603
H -1.304 -1.321 1.614
H -2.074 0.078 1.633
H -0.450 0.314 1.958
```


No. 2
Density functional theory data (ωB97M-V/def2-TZVPD) for the molecule C9H9N3 in a non-equilibrium geometry.

Computed properties:
* structure (SMILES): Nc1ccc2ncccc2c1N
* energy relative to the best compared isomer or geometry (same formula, charge and spin): 422.1 kJ/mol
* net charge: 0
* HOMO level: -7.82 eV

The geometry in XYZ format:
```
21
C9H9N3 (ωB97M-V/def2-TZVPD)
C -1.925 0.423 -0.120
C -1.398 1.796 -0.076
C -0.110 1.942 -0.173
C 0.837 0.925 0.011
C 2.931 0.310 -0.002
C 2.720 -1.150 -0.048
C 1.394 -1.449 0.233
C 0.336 -0.434 0.187
C -1.084 -0.641 -0.244
H -4.162 0.412 0.124
H -3.389 -0.967 1.019
H -2.084 2.703 -0.210
H 0.196 2.951 -0.239
H 4.002 0.322 0.043
H 3.491 -1.935 -0.165
H 1.192 -2.500 -0.060
H -0.548 -2.581 -0.449
H -2.325 -2.195 -0.857
N -3.267 -0.142 0.318
N 2.177 1.232 0.143
N -1.563 -2.025 -0.149
```


No. 3
Density functional theory data (ωB97M-V/def2-TZVPD) for a structure of composition C35H34IrN3O3.

Computed properties:
* 2S+1: 2
* energy relative to the best compared isomer or geometry (same formula, charge and spin): 0.0 kJ/mol
* net charge: +1
* HOMO level (alpha / beta): -11.26 / -11.26 eV

The geometry in XYZ format:
```
76
C35H34IrN3O3 (ωB97M-V/def2-TZVPD)
Ir -0.220 0.170 -0.920
O -2.096 0.008 -1.153
C -3.007 -0.093 -0.073
C -2.731 1.121 0.855
C -1.470 1.012 1.664
C -1.509 1.307 3.020
C -0.386 1.133 3.801
C 0.742 0.585 3.213
C 0.744 0.297 1.863
C 1.901 -0.459 1.267
C 2.609 0.315 0.156
O 1.724 0.383 -0.952
C 2.994 1.675 0.748
C 2.147 2.774 0.710
C 2.500 3.967 1.327
C 3.708 4.077 1.997
C 4.559 2.982 2.048
C 4.206 1.794 1.429
C 3.847 -0.396 -0.384
C 4.533 0.224 -1.429
C 5.624 -0.389 -2.020
C 6.048 -1.637 -1.572
C 5.374 -2.256 -0.534
C 4.274 -1.639 0.056
N -0.332 0.581 1.090
C -4.410 0.091 -0.650
C -5.507 -0.580 -0.124
C -6.776 -0.365 -0.643
C -6.959 0.520 -1.694
C -5.867 1.193 -2.222
C -4.599 0.981 -1.703
C -2.841 -1.446 0.604
C -2.980 -1.631 1.974
C -2.845 -2.895 2.535
C -2.572 -3.989 1.729
C -2.443 -3.815 0.358
C -2.576 -2.553 -0.201
H -3.561 1.273 1.545
H -2.710 1.995 0.202
H -2.438 1.660 3.446
H -0.400 1.372 4.856
H 1.628 0.369 3.791
H 1.523 -1.410 0.875
H 2.604 -0.690 2.066
H 1.201 2.713 0.199
H 1.825 4.812 1.280
H 3.986 5.008 2.471
H 5.509 3.055 2.562
H 4.886 0.952 1.472
H 4.207 1.200 -1.773
H 6.150 0.107 -2.826
H 6.906 -2.115 -2.027
H 5.702 -3.222 -0.173
H 3.765 -2.150 0.863
H -5.377 -1.282 0.690
H -7.621 -0.898 -0.228
H -7.947 0.680 -2.105
H -6.001 1.883 -3.045
H -3.748 1.493 -2.131
H -3.218 -0.796 2.621
H -2.962 -3.022 3.603
H -2.473 -4.974 2.165
H -2.253 -4.670 -0.278
H -2.482 -2.413 -1.271
C -0.420 2.094 -1.586
H -1.074 2.681 -0.947
H -0.862 1.981 -2.573
H 0.569 2.531 -1.657
N 2.120 -0.947 -3.294
C 0.875 -1.417 -3.312
N 0.618 -2.563 -3.970
O -0.092 -0.834 -2.747
H 2.889 -1.480 -3.660
H 2.316 -0.215 -2.618
H 1.297 -2.982 -4.580
H -0.346 -2.828 -4.074
```


No. 4
Density functional theory data (ωB97M-V/def2-TZVPD) for a structure of composition C20H37AlN2O2P2Si in a non-equilibrium geometry.

Computed properties:
* net charge: +2
* HOMO level: -13.55 eV

The geometry in XYZ format:
```
65
C20H37AlN2O2P2Si (ωB97M-V/def2-TZVPD)
Al 0.616 0.472 -0.792
P 0.272 1.691 -2.631
C -0.229 0.156 -3.552
C -0.490 -1.100 -2.729
N -0.347 -1.116 -1.366
C -0.802 -2.196 -0.658
C -1.192 -3.345 -1.325
C -1.254 -3.366 -2.700
C -0.921 -2.221 -3.396
C -0.856 -2.185 0.846
P -2.442 -1.567 1.585
H -0.995 -2.156 -4.485
H -1.478 -4.207 -0.720
H -1.588 -4.263 -3.222
H -0.776 -3.227 1.211
H -0.010 -1.641 1.306
H -1.081 0.421 -4.076
H 0.569 -0.041 -4.285
H -5.488 1.222 -2.271
O -5.943 0.875 -2.997
H -5.522 0.024 -3.181
H -3.199 -0.605 2.255
O -1.889 0.026 1.231
H -2.520 0.758 1.199
C -3.822 -2.289 0.677
H -3.847 -3.331 1.005
H -4.766 -1.809 0.960
H -3.669 -2.232 -0.402
C -2.340 -2.413 3.208
H -2.755 -1.798 4.025
H -2.963 -3.315 3.104
H -1.301 -2.695 3.442
C 1.829 2.180 -3.444
H 1.613 2.712 -4.380
H 2.400 2.843 -2.782
H 2.439 1.294 -3.664
C -0.963 2.945 -3.091
H -0.971 3.738 -2.331
H -0.730 3.403 -4.065
H -1.969 2.503 -3.139
C 1.632 3.701 0.153
Si 2.636 2.242 0.731
C 4.075 1.848 -0.382
C 3.206 2.536 2.473
N 1.557 0.790 0.722
C 1.588 -0.070 1.851
C 2.531 -1.117 1.905
C 2.637 -1.872 3.076
C 1.800 -1.590 4.164
C 0.840 -0.578 4.091
C 0.719 0.182 2.932
H 2.105 4.589 0.600
H 0.597 3.657 0.519
H 1.616 3.844 -0.936
H 4.807 2.664 -0.291
H 4.563 0.920 -0.055
H 3.810 1.743 -1.442
H 2.368 2.818 3.123
H 3.689 1.650 2.905
H 3.934 3.361 2.480
H 3.167 -1.284 1.026
H 3.382 -2.672 3.129
H 1.904 -2.167 5.085
H 0.198 -0.348 4.938
H 0.018 1.009 2.833
```


No. 5
Density functional theory data (ωB97M-V/def2-TZVPD) for a cluster of 5 separate species, C25H30Cl8FN3O in total in a non-equilibrium geometry.

Computed properties:
* structure (SMILES): O=C(CCc1ccc2nccnc2c1F)Nc1ccccc1.ClCCCl.ClCCCl.ClCCCl.ClCCCl
* energy relative to the best compared isomer or geometry (same formula, charge and spin): 2109.8 kJ/mol
* net charge: 0
* HOMO level: -8.23 eV

The geometry in XYZ format:
```
68
C25H30Cl8FN3O (ωB97M-V/def2-TZVPD)
O 3.714 -7.957 1.781
C 2.906 -7.062 1.153
C 1.428 -6.806 1.814
C 0.207 -6.616 0.737
C -0.604 -5.166 0.927
C -2.266 -5.129 0.975
C -3.038 -3.677 1.207
C -2.230 -2.234 1.417
N -3.075 -1.017 1.661
C -2.185 0.181 1.842
C -0.562 0.185 1.739
N 0.261 -1.047 1.485
C -0.605 -2.267 1.349
C 0.152 -3.716 1.115
F 1.639 -3.714 1.085
N 3.489 -6.369 -0.059
C 4.356 -5.168 0.340
C 4.625 -3.944 -0.765
C 5.519 -2.589 -0.370
C 6.199 -2.361 1.132
C 5.946 -3.610 2.213
C 5.051 -4.966 1.821
H 1.186 -7.764 2.483
H 1.378 -5.879 2.552
H 0.498 -6.817 -0.380
H -0.609 -7.443 1.011
H -2.952 -6.082 0.851
H -4.230 -3.689 1.258
H -2.718 1.218 2.078
H 0.017 1.206 1.889
H 4.047 -7.036 -0.669
H 4.206 -3.969 -1.866
H 5.682 -1.709 -1.139
H 6.809 -1.383 1.430
H 6.409 -3.463 3.290
H 4.908 -5.779 2.657
Cl -5.177 3.924 -1.071
C -5.550 2.418 -0.195
C -5.875 2.669 1.269
Cl -4.449 3.205 2.191
H -4.698 1.740 -0.308
H -6.412 1.966 -0.695
H -6.224 1.744 1.736
H -6.658 3.425 1.384
Cl 0.982 6.457 0.797
C 1.880 5.171 1.642
C 1.438 3.782 1.208
Cl -0.214 3.401 1.755
H 1.749 5.318 2.718
H 2.938 5.316 1.404
H 2.098 3.029 1.647
H 1.470 3.671 0.120
Cl -3.873 1.965 -5.305
C -5.608 2.037 -5.705
C -6.463 2.373 -4.494
Cl -6.487 1.051 -3.300
H -5.894 1.077 -6.147
H -5.724 2.811 -6.469
H -7.499 2.537 -4.805
H -6.112 3.279 -3.991
Cl 3.116 8.154 -3.977
C 2.475 8.518 -2.356
C 3.567 8.955 -1.391
Cl 4.675 7.623 -0.981
H 1.948 7.631 -1.992
H 1.744 9.322 -2.478
H 3.119 9.295 -0.453
H 4.161 9.778 -1.802
```


No. 6
Density functional theory data (ωB97M-V/def2-TZVPD) for a structure of composition C33H26AsN2O10PPtS2 in a non-equilibrium geometry.

Computed properties:
* energy relative to the best compared isomer or geometry (same formula, charge and spin): 253.2 kJ/mol
* net charge: 0
* HOMO level: -8.48 eV

The geometry in XYZ format:
```
76
C33H26AsN2O10PPtS2 (ωB97M-V/def2-TZVPD)
Pt -0.143 0.221 -1.163
O -3.125 2.708 0.257
S -2.077 1.749 0.388
O -2.248 0.422 -0.283
O -0.739 2.259 0.054
C -1.927 1.283 2.068
C -2.839 1.691 3.021
C -2.694 1.238 4.324
C -1.661 0.368 4.641
C -0.773 -0.066 3.666
C -0.890 0.401 2.362
P 0.363 -0.104 1.104
C 1.806 0.854 1.627
C 2.416 0.602 2.856
C 3.484 1.380 3.269
C 3.967 2.395 2.453
C 3.372 2.638 1.225
C 2.288 1.879 0.816
C 0.652 -1.813 1.519
C 1.938 -2.348 1.487
C 2.122 -3.698 1.737
C 1.028 -4.515 1.984
C -0.256 -3.987 1.987
C -0.449 -2.641 1.747
H -3.637 2.357 2.723
H -3.395 1.550 5.087
H -1.546 0.012 5.657
H -0.006 -0.782 3.925
H 2.071 -0.204 3.489
H 3.941 1.191 4.231
H 4.807 2.995 2.776
H 3.754 3.418 0.579
H 1.804 2.077 -0.127
H 2.784 -1.712 1.264
H 3.119 -4.117 1.726
H 1.172 -5.573 2.162
H -1.109 -4.628 2.161
H -1.450 -2.226 1.713
O -1.365 -4.109 -0.963
As -1.475 -2.614 -1.940
O -1.080 -3.157 -3.415
O -0.256 -1.750 -0.999
C -3.243 -2.138 -1.332
C -3.793 -2.780 -0.226
C -4.989 -2.313 0.298
C -5.644 -1.234 -0.282
C -5.110 -0.601 -1.393
C -3.896 -1.047 -1.884
S -3.078 -0.150 -3.181
O -3.415 1.246 -3.028
O -3.491 -0.776 -4.402
O -1.609 -0.421 -2.892
H -0.798 -4.690 -1.486
H -3.271 -3.619 0.211
H -5.417 -2.797 1.167
H -6.568 -0.868 0.148
H -5.592 0.252 -1.851
O 1.834 -0.085 -1.336
C 2.837 0.539 -1.944
C 4.095 -0.069 -1.794
C 5.240 0.514 -2.284
C 5.174 1.728 -2.971
C 3.946 2.312 -3.167
C 2.771 1.735 -2.667
C 1.482 2.340 -2.898
N 0.324 1.813 -2.554
C -0.682 2.666 -2.986
C -0.106 3.721 -3.600
N 1.260 3.504 -3.535
H 4.114 -1.018 -1.273
H 6.196 0.029 -2.137
H 6.070 2.199 -3.349
H 3.901 3.234 -3.734
H -1.727 2.434 -2.855
H -0.531 4.591 -4.063
H 1.967 4.108 -3.914
```


Question: Look up the net charge of the third one.
Answer: +1


Question: Which formula does entry 3 have?
Answer: C35H34IrN3O3


Copy entry 4 word for word.
Density functional theory data (ωB97M-V/def2-TZVPD) for a structure of composition C20H37AlN2O2P2Si in a non-equilibrium geometry.

Computed properties:
* net charge: +2
* HOMO level: -13.55 eV

The geometry in XYZ format:
```
65
C20H37AlN2O2P2Si (ωB97M-V/def2-TZVPD)
Al 0.616 0.472 -0.792
P 0.272 1.691 -2.631
C -0.229 0.156 -3.552
C -0.490 -1.100 -2.729
N -0.347 -1.116 -1.366
C -0.802 -2.196 -0.658
C -1.192 -3.345 -1.325
C -1.254 -3.366 -2.700
C -0.921 -2.221 -3.396
C -0.856 -2.185 0.846
P -2.442 -1.567 1.585
H -0.995 -2.156 -4.485
H -1.478 -4.207 -0.720
H -1.588 -4.263 -3.222
H -0.776 -3.227 1.211
H -0.010 -1.641 1.306
H -1.081 0.421 -4.076
H 0.569 -0.041 -4.285
H -5.488 1.222 -2.271
O -5.943 0.875 -2.997
H -5.522 0.024 -3.181
H -3.199 -0.605 2.255
O -1.889 0.026 1.231
H -2.520 0.758 1.199
C -3.822 -2.289 0.677
H -3.847 -3.331 1.005
H -4.766 -1.809 0.960
H -3.669 -2.232 -0.402
C -2.340 -2.413 3.208
H -2.755 -1.798 4.025
H -2.963 -3.315 3.104
H -1.301 -2.695 3.442
C 1.829 2.180 -3.444
H 1.613 2.712 -4.380
H 2.400 2.843 -2.782
H 2.439 1.294 -3.664
C -0.963 2.945 -3.091
H -0.971 3.738 -2.331
H -0.730 3.403 -4.065
H -1.969 2.503 -3.139
C 1.632 3.701 0.153
Si 2.636 2.242 0.731
C 4.075 1.848 -0.382
C 3.206 2.536 2.473
N 1.557 0.790 0.722
C 1.588 -0.070 1.851
C 2.531 -1.117 1.905
C 2.637 -1.872 3.076
C 1.800 -1.590 4.164
C 0.840 -0.578 4.091
C 0.719 0.182 2.932
H 2.105 4.589 0.600
H 0.597 3.657 0.519
H 1.616 3.844 -0.936
H 4.807 2.664 -0.291
H 4.563 0.920 -0.055
H 3.810 1.743 -1.442
H 2.368 2.818 3.123
H 3.689 1.650 2.905
H 3.934 3.361 2.480
H 3.167 -1.284 1.026
H 3.382 -2.672 3.129
H 1.904 -2.167 5.085
H 0.198 -0.348 4.938
H 0.018 1.009 2.833
```